Entry 1:
DFT (ωB97M-V/def2-TZVPD) results for a cluster of 5 separate species, C2H17N2O4 in total.

Geometry (Å):
N 0.100 -1.042 1.599
C 0.169 0.425 1.871
C -1.132 1.043 1.240
N -1.014 2.426 0.879
H -0.874 -1.406 1.520
H 0.379 -1.170 0.611
H 0.722 -1.551 2.219
H 0.139 0.551 2.935
H 1.056 0.828 1.398
H -1.407 0.500 0.344
H -1.951 0.940 1.963
H -1.291 3.123 1.580
H -1.210 2.684 -0.095
H 2.695 -1.164 -0.533
H 1.848 -0.093 -1.177
O 1.769 -0.979 -0.750
H 2.097 1.325 -2.996
H 2.281 2.244 -1.667
O 1.965 1.419 -2.047
H -2.243 -2.709 0.016
H -1.326 -1.694 -0.903
O -1.762 -1.880 -0.047
H -0.658 -1.740 -3.200
H 0.266 -0.850 -2.380
O -0.618 -1.231 -2.380

Calculated values
- E (eV) = -13502.07285
- lowest unoccupied orbital energy (spin up / spin down) (eV) = -6.815 / -12.365
- spin multiplicity = 2
- HOMO energy (spin up / spin down) (eV) = -18.3 / -18.3
- expectation value of S² = 0.754
- charge = +2
- energy above the lowest of the compared OMol25 structures with the same formula, charge and spin (kcal per mole) = 27.1

=====

Entry 2:
DFT (ωB97M-V/def2-TZVPD) results for a cluster of 7 separate species, C2H17NO6 in total.

Geometry (Å):
C 2.421 1.239 -2.265
C 1.180 1.526 -2.636
N 0.408 0.561 -3.263
H 2.914 0.337 -2.611
H 3.151 1.869 -1.777
H 0.560 2.395 -2.451
H 0.766 -0.334 -3.441
H -0.534 0.355 -2.977
O -1.110 0.116 3.336
H -0.392 0.477 3.868
H -0.633 -0.612 2.916
O -1.350 -1.994 0.401
H -1.653 -1.060 0.236
H -2.046 -2.419 -0.116
O 3.795 -0.006 2.012
H 2.858 0.103 2.187
H 4.005 0.349 1.151
O -3.812 0.284 -1.572
H -3.301 -0.528 -1.519
H -4.011 0.471 -0.649
O -2.026 0.558 0.583
H -1.275 1.167 0.647
H -2.117 0.490 1.550
O 0.899 -1.502 2.326
H 1.037 -2.443 2.457
H 0.268 -1.398 1.607

Calculated values
- SMILES = C=CN.O.O.O.O.O.O
- E (eV) = -16124.01547
- lowest unoccupied orbital energy (eV) = 0.104
- HOMO energy (eV) = -8.5
- energy above the lowest of the compared OMol25 structures with the same formula, charge and spin (kcal per mole) = 44.1

=====

Entry 3:
DFT (ωB97M-V/def2-TZVPD) results for a structure of composition C2H18B3O5PtS.

Geometry (Å):
Pt 0.301 -0.616 0.377
B -1.537 -1.366 -0.997
H -1.617 -0.630 -0.123
H -1.994 -2.397 -0.731
H -1.990 -0.913 -1.971
H -0.426 -1.577 -1.160
B 2.633 -0.458 0.065
H 3.674 -0.203 -0.392
H 2.283 0.418 0.749
H 2.003 -0.479 -0.904
H 2.581 -1.487 0.590
B -0.103 -2.539 1.879
H 0.588 -2.592 0.955
H -1.090 -1.967 1.725
H -0.285 -3.641 2.211
H 0.410 -1.925 2.721
S -1.705 0.803 2.731
O -1.805 -0.152 3.847
O -0.421 0.599 1.971
O -2.853 0.659 1.822
O -1.641 2.190 3.235
C 0.194 1.927 -3.000
C 0.781 2.147 -1.604
O -0.018 1.450 -0.677
H 0.723 2.510 -3.766
H -0.789 2.416 -2.935
H 0.064 0.887 -3.284
H 0.869 3.228 -1.476
H 1.749 1.640 -1.674
H -0.578 2.066 -0.184

Calculated values
- E (eV) = -28703.46752
- lowest unoccupied orbital energy (spin up / spin down) (eV) = 7.075 / 7.068
- spin multiplicity = 3
- HOMO energy (spin up / spin down) (eV) = 2.1 / 2.2
- expectation value of S² = 2.004
- charge = -3
- energy above the lowest of the compared OMol25 structures with the same formula, charge and spin (kcal per mole) = 0.0

=====

Entry 4:
DFT (ωB97M-V/def2-TZVPD) results for a structure of composition C2H18ClN4O11.

Geometry (Å):
Cl 0.530 -0.308 -0.598
O 0.794 -1.098 0.548
O -0.776 0.262 -0.541
O 1.403 0.857 -0.580
O 0.837 -1.068 -1.847
O 0.999 2.121 -2.337
H 1.563 2.861 -2.110
H 0.852 1.668 -1.507
O -1.219 -2.680 -0.532
H -0.409 -2.456 -0.074
H -1.824 -1.973 -0.308
O 3.351 0.198 0.333
H 2.442 0.091 0.050
H 3.775 0.658 -0.391
O -0.408 -0.388 2.238
H -0.321 -0.251 1.295
H 0.234 -1.068 2.442
O -0.379 0.505 -3.152
H 0.000 -0.266 -2.731
H -1.317 0.441 -2.971
C 2.019 -1.077 3.445
O 2.585 -0.213 3.970
N 1.158 -1.862 4.056
N 2.119 -1.345 2.168
H 1.113 -1.913 5.064
H 0.918 -2.679 3.512
H 2.601 -0.679 1.582
H 1.592 -2.033 1.649
C -2.779 1.403 -1.936
O -2.199 0.777 -2.822
N -2.155 1.938 -0.942
N -4.019 1.724 -1.969
H -2.830 2.372 -0.328
H -1.235 1.631 -0.660
H -4.422 2.290 -1.236
H -4.595 1.560 -2.783

Calculated values
- E (eV) = -43356.85514
- lowest unoccupied orbital energy (eV) = 2.793
- HOMO energy (eV) = -4.2
- charge = -1
- energy above the lowest of the compared OMol25 structures with the same formula, charge and spin (kcal per mole) = 119.2

=====

Entry 5:
DFT (ωB97M-V/def2-TZVPD) results for a structure of composition C2H18F6O15S2Zn.

Geometry (Å):
Zn -2.181 -0.424 2.639
C -0.299 1.246 -1.198
F -0.039 2.365 -0.524
F -1.540 1.211 -1.630
F 0.567 1.123 -2.170
S -0.077 -0.197 0.009
O -1.283 -0.115 0.864
O -0.150 -1.450 -0.735
O 1.155 0.030 0.715
C 1.016 -3.225 3.251
F 2.326 -3.315 3.240
F 0.621 -3.000 1.982
F 0.515 -4.379 3.688
S 0.451 -1.762 4.342
O 1.704 -1.060 4.537
O -0.488 -1.012 3.515
O -0.113 -2.315 5.559
O 3.598 1.112 1.673
H 4.207 1.287 0.948
H 2.797 0.763 1.246
O -2.237 1.449 3.228
H -1.426 1.984 3.260
H -2.954 2.037 3.503
O -2.437 -2.312 1.991
H -1.939 -2.608 1.200
H -3.210 -2.892 2.038
O 0.516 0.626 -5.492
H 1.357 0.539 -5.031
H 0.284 1.552 -5.384
O 2.378 2.706 -3.713
H 1.645 3.103 -3.214
H 2.716 2.009 -3.142
O 1.602 -3.080 -2.017
H 2.280 -3.170 -1.340
H 0.971 -2.423 -1.652
O -0.006 4.133 -3.072
H -0.176 4.034 -4.016
H -0.891 4.120 -2.653
O -1.889 -3.746 -1.030
H -1.420 -2.912 -1.176
H -1.207 -4.421 -1.129
O -2.149 4.160 -1.414
H -2.786 4.696 -0.929
H -1.808 3.533 -0.767

Calculated values
- E (eV) = -119472.59889
- lowest unoccupied orbital energy (eV) = -2.555
- HOMO energy (eV) = -10.1

=====

Entry 6:
DFT (ωB97M-V/def2-TZVPD) results for a cluster of 6 separate species, C2H18N2O5 in total.

Geometry (Å):
C 0.483 0.907 2.676
N -0.334 1.281 1.538
C -0.908 0.151 0.789
N -1.005 0.442 -0.626
H 1.211 1.697 2.872
H -0.034 0.722 3.625
H 1.067 0.015 2.459
H -1.109 1.874 1.804
H -1.883 -0.137 1.182
H -0.253 -0.710 0.885
H -1.715 1.124 -0.855
H -0.102 0.748 -0.964
O 2.453 -1.609 -0.554
H 1.596 -2.046 -0.674
H 3.122 -2.300 -0.504
O -0.673 -2.554 -1.470
H -0.829 -1.735 -1.971
H -1.194 -2.309 -0.681
O 2.492 1.546 -1.145
H 2.273 0.602 -1.136
H 2.963 1.721 -1.963
O -0.323 3.585 -1.306
H -0.048 4.202 -0.618
H -0.180 2.691 -0.973
O -2.365 -3.148 0.718
H -3.296 -2.931 0.562
H -2.113 -3.883 0.141

Calculated values
- SMILES = CNCN.O.O.O.O.O
- E (eV) = -15583.62080
- lowest unoccupied orbital energy (eV) = 0.553
- HOMO energy (eV) = -9.0
- energy above the lowest of the compared OMol25 structures with the same formula, charge and spin (kcal per mole) = 0.0

=====

Entry 7:
DFT (ωB97M-V/def2-TZVPD) results for a structure of composition C2H20Fe2O12.

Geometry (Å):
Fe -23.190 40.391 2.514
Fe -26.605 40.048 -2.069
C -25.209 39.856 0.059
O -26.072 39.027 -0.205
O -24.587 39.839 1.142
O -25.159 40.670 -0.806
C -29.178 36.941 0.650
O -28.573 38.150 0.919
H -29.640 36.904 -0.337
H -28.459 36.153 0.873
H -29.984 36.809 1.371
H -27.839 38.325 0.326
O -25.494 36.433 -0.081
H -25.991 36.201 -0.865
H -25.601 37.381 -0.001
O -23.514 37.323 -1.774
H -23.312 36.470 -2.157
H -24.082 37.124 -1.030
O -25.245 43.094 0.585
H -26.120 43.441 0.410
H -25.218 42.261 0.115
O -26.353 37.687 2.841
H -25.912 37.679 1.991
H -27.034 38.354 2.751
O -27.982 41.352 -1.158
H -28.931 41.477 -1.160
H -27.655 42.001 -0.535
O -22.405 38.464 2.327
H -22.068 38.085 3.139
H -22.529 37.713 1.746
O -22.776 41.694 -1.500
H -22.503 40.827 -1.801
H -23.680 41.574 -1.211
O -24.517 39.974 4.124
H -24.825 40.621 4.759
H -24.558 39.140 4.592

Calculated values
- E (eV) = -95709.95599
- lowest unoccupied orbital energy (spin up / spin down) (eV) = -11.513 / -15.455
- spin multiplicity = 10
- HOMO energy (spin up / spin down) (eV) = -18.7 / -18.7
- expectation value of S² = 24.765
- charge = +3

=====

Entry 8:
DFT (ωB97M-V/def2-TZVPD) results for a cluster of 8 separate species, C2H20O9 in total.

Geometry (Å):
O 0.749 -0.868 1.654
C 2.007 -0.756 1.029
C 2.750 -2.091 1.174
O 2.047 -3.155 0.499
H 0.197 -1.609 1.352
H 1.860 -0.549 -0.035
H 2.671 0.016 1.417
H 2.762 -2.367 2.232
H 3.817 -2.049 0.941
H 2.528 -3.262 -0.328
O 0.667 2.024 2.649
H -0.102 2.505 2.972
H 0.419 1.092 2.712
O -2.243 -0.690 -2.057
H -2.983 -1.060 -2.550
H -1.478 -0.828 -2.625
O -0.845 4.700 -1.492
H -0.604 3.854 -1.100
H -0.060 5.246 -1.392
O -1.101 -2.642 0.637
H -0.697 -3.333 0.100
H -1.854 -2.332 0.120
O 0.914 1.449 -2.478
H 0.415 1.257 -1.659
H 0.618 0.792 -3.113
O -0.419 1.033 -0.120
H -0.802 0.151 -0.082
H 0.077 1.111 0.707
O -3.789 1.170 -0.304
H -4.521 0.564 -0.448
H -3.001 0.630 -0.412

Calculated values
- SMILES = OCCO.O.O.O.O.O.O.O
- E (eV) = -20825.68818
- lowest unoccupied orbital energy (eV) = -0.273
- HOMO energy (eV) = -10.4
- energy above the lowest of the compared OMol25 structures with the same formula, charge and spin (kcal per mole) = 15.7

=====

Entry 9:
DFT (ωB97M-V/def2-TZVPD) results for a cluster of 8 separate species, C2H21N2O7 in total.

Geometry (Å):
C 2.128 -0.312 -1.252
N -1.257 -1.506 -0.704
C -0.020 -1.398 -1.160
N 0.686 -0.312 -1.003
H 2.460 0.721 -1.346
H 2.321 -0.863 -2.172
H 2.659 -0.730 -0.402
H -1.732 -0.719 -0.283
H -1.859 -2.211 -1.090
H 0.442 -2.241 -1.657
H 0.322 0.512 -0.554
H 1.528 -3.096 1.257
H 0.538 -1.982 1.608
O 1.112 -2.319 0.879
H -1.181 0.466 -2.963
H -1.408 -0.548 -4.134
O -1.250 -0.487 -3.185
H -0.984 -0.522 2.379
H -0.763 -1.505 3.549
O -0.293 -1.075 2.823
H 2.195 1.221 3.032
H 1.359 0.118 2.421
O 1.790 0.960 2.196
H -2.736 0.894 2.016
H -1.349 1.321 1.398
O -1.966 0.569 1.554
H -0.138 3.370 1.244
H 0.635 1.985 1.487
O -0.094 2.440 0.991
H -1.423 2.796 -2.890
H -0.778 2.379 -1.569
O -0.947 2.074 -2.469

Calculated values
- E (eV) = -19723.37136
- lowest unoccupied orbital energy (eV) = -2.601
- HOMO energy (eV) = -13.4
- charge = +1
- energy above the lowest of the compared OMol25 structures with the same formula, charge and spin (kcal per mole) = 0.0

=====

Entry 10:
DFT (ωB97M-V/def2-TZVPD) results for a cluster of 10 separate species, C2H22ClO9 in total.

Geometry (Å):
Cl 0.393 -1.564 -0.489
O -4.778 -1.067 -1.950
H -3.831 -1.145 -1.836
H -4.882 -0.527 -2.734
O -0.087 -5.587 -4.693
H -0.032 -4.745 -4.241
H -0.999 -5.856 -4.589
O -0.516 2.769 -3.842
H -0.111 2.025 -3.396
H 0.217 3.242 -4.236
O 2.101 -1.280 5.009
H 1.435 -1.338 4.324
H 1.627 -1.462 5.821
O 5.045 -1.072 -3.803
H 5.307 -1.728 -3.157
H 4.092 -1.024 -3.722
O 3.992 2.472 1.263
H 3.277 1.858 1.100
H 4.684 1.938 1.653
O 3.743 -5.520 0.407
H 4.320 -5.620 -0.350
H 3.183 -4.776 0.185
O -1.550 -6.364 1.326
H -1.277 -5.593 0.829
H -1.852 -6.983 0.661
C -2.713 6.197 2.967
C -2.740 5.306 1.677
O -2.449 3.917 2.176
H -1.715 6.204 3.406
H -3.416 5.875 3.735
H -2.912 7.250 2.765
H -1.879 5.408 1.016
H -3.706 5.403 1.181
H -1.972 3.388 1.533

Calculated values
- E (eV) = -33382.42684
- lowest unoccupied orbital energy (eV) = 2.620
- HOMO energy (eV) = -4.6
- charge = -1
- energy above the lowest of the compared OMol25 structures with the same formula, charge and spin (kcal per mole) = 61.9

=====

Entry 11:
DFT (ωB97M-V/def2-TZVPD) results for a cluster of 9 separate species, C2H23N3O8 in total.

Geometry (Å):
H -1.365 -0.349 2.925
N -0.495 -0.383 2.361
C -0.301 -0.626 1.071
N -1.315 -0.825 0.135
N 1.013 -0.818 0.552
C 2.209 -0.846 1.434
H -2.215 -0.342 0.418
H -1.106 -1.008 -0.803
H 1.276 -0.257 -0.298
H 2.988 -0.796 0.798
H 2.145 -0.034 2.128
H 2.328 -1.871 1.887
O -0.790 2.218 -1.727
H -0.775 1.348 -2.180
H -1.613 2.341 -1.437
O 1.517 1.932 2.879
H 0.731 1.885 3.269
H 1.368 1.319 2.126
O -1.357 2.892 1.413
H -1.875 3.625 1.046
H -0.880 2.640 0.584
O 1.952 1.393 -1.637
H 1.131 1.593 -1.208
H 1.984 1.429 -2.514
O -0.511 -0.149 -3.167
H -1.390 -0.528 -3.318
H 0.019 -1.037 -3.202
O 0.971 -2.347 -2.958
H 1.281 -2.770 -2.018
H 0.695 -3.053 -3.491
O 1.055 -4.262 0.792
H 0.386 -3.615 1.078
H 1.883 -3.874 1.033
O -3.511 1.346 0.129
H -4.298 0.833 0.090
H -3.175 1.350 0.939

Calculated values
- SMILES = [H]/N=C(\N)NC.O.O.O.O.O.O.O.O
- E (eV) = -23295.97009
- lowest unoccupied orbital energy (eV) = -0.021
- HOMO energy (eV) = -9.0

=====

Entry 12:
DFT (ωB97M-V/def2-TZVPD) results for a cluster of 10 separate species, C2H24N4O10 in total.

Geometry (Å):
N -0.343 -0.116 0.777
C -1.527 -0.051 0.088
N -1.580 0.571 -1.096
O -2.538 -0.536 0.601
H 0.558 -0.053 0.338
H -0.368 -0.686 1.620
H -0.854 1.149 -1.470
H -2.438 0.394 -1.593
N 0.455 3.688 -1.207
C 1.060 2.650 -1.865
N 1.545 1.735 -0.990
O 1.035 2.522 -3.089
H -0.069 4.370 -1.730
H 0.150 3.485 -0.272
H 2.185 1.116 -1.469
H 1.532 1.857 0.003
O 3.092 -1.672 0.741
H 2.900 -0.723 0.738
H 3.518 -1.830 1.588
O -1.441 -2.370 -2.469
H -0.920 -3.158 -2.644
H -0.805 -1.639 -2.532
O 2.489 0.736 1.962
H 1.728 1.007 2.491
H 3.143 1.433 2.094
O -2.654 0.044 3.989
H -3.168 -0.754 4.139
H -1.914 -0.244 3.436
O 0.580 -0.504 -2.954
H 1.487 -0.822 -3.003
H 0.636 0.449 -3.125
O 1.844 -2.989 -1.420
H 1.847 -2.473 -0.604
H 2.581 -3.596 -1.321
O -4.778 0.711 -0.121
H -4.176 1.374 -0.464
H -4.193 0.043 0.302
O -0.273 -1.476 3.201
H -0.568 -2.383 3.342
H 0.240 -1.260 3.988

Calculated values
- SMILES = NC(N)=O.NC(N)=O.O.O.O.O.O.O.O.O
- E (eV) = -28901.17118
- lowest unoccupied orbital energy (eV) = -0.644
- HOMO energy (eV) = -9.7
- energy above the lowest of the compared OMol25 structures with the same formula, charge and spin (kcal per mole) = 0.0